ORCA calculation (the ωB97M-V functional and the def2-TZVPD basis) on a cluster of 2 separate species, C2H6ClO2P in total.

Element x y z (Å)
C  0.51  0.27  -0.41
C  -0.14  1.27  0.48
O  2.08  -1.97  -0.79
O  1.10  -1.83  1.53
P  1.21  -1.09  0.28
Cl  -3.81  0.31  -0.33
H  0.76  0.25  -1.40
H  -1.20  1.59  0.14
H  0.39  2.21  0.61
H  -0.16  0.85  1.44
H  2.34  -2.79  -0.30
H  -3.09  0.93  -1.25

Computed properties:
Frontier orbital gap: 9.161 eV
HOMO level: -8.94 eV
LUMO level: 0.224 eV
Energy above the lowest of the compared OMol25 structures with the same formula, charge and spin: 2.1271 eV

---

ORCA calculation (the ωB97M-V functional and the def2-TZVPD basis) on a structure of composition C2H6ClO2Y.

Element x y z (Å)
Y  2.59  16.43  17.59
Cl  0.70  18.42  14.16
C  -2.69  21.60  10.83
C  -3.30  22.17  12.10
O  -3.55  21.17  13.02
O  -1.33  21.35  10.92
H  -2.90  22.29  10.01
H  -3.33  20.75  10.58
H  -4.18  22.80  11.96
H  -2.59  22.84  12.58
H  -2.73  20.68  13.08
H  -1.21  20.68  11.59

Computed properties:
Charge: +2
Frontier orbital gap: 2.093 eV
HOMO level: -14.86 eV
LUMO level: -12.764 eV
Energy above the lowest of the compared OMol25 structures with the same formula, charge and spin: 5.1831 eV

---

ORCA calculation (the ωB97M-V functional and the def2-TZVPD basis) on a cluster of 2 separate species, C2H6ClO4PSi in total.

Element x y z (Å)
C  0.23  -1.78  -0.25
C  -1.11  0.35  1.02
O  1.32  2.85  1.84
O  2.87  3.11  -0.24
O  1.34  1.09  -0.03
O  1.57  -0.49  2.06
Si  0.62  -0.25  0.91
P  1.91  2.39  0.58
Cl  -4.57  -2.38  -7.33
H  -0.46  -2.44  0.29
H  -0.39  -1.49  -1.17
H  1.23  -2.30  -0.66
H  -1.29  1.33  1.61
H  -1.60  0.50  -0.05
H  -1.67  -0.50  1.42

Computed properties:
Charge: -2
Frontier orbital gap: 6.970 eV
HOMO level: -2.07 eV
LUMO level: 4.899 eV
Energy above the lowest of the compared OMol25 structures with the same formula, charge and spin: 1.6127 eV

---

ORCA calculation (the ωB97M-V functional and the def2-TZVPD basis) on a structure of composition C2H6CoFO2.

Element x y z (Å)
F  0.12  -0.31  2.50
Co  -1.08  -1.12  1.56
O  -1.90  0.39  0.64
H  -2.61  0.37  -0.01
C  1.37  -0.62  -0.85
O  0.09  -0.47  -0.22
C  -0.43  0.80  -0.07
H  2.15  -0.63  -0.07
H  1.35  -1.59  -1.36
H  1.52  0.19  -1.57
H  -0.40  1.28  -1.06
H  -0.17  1.70  0.51

Computed properties:
Charge: +2
Frontier orbital gap (alpha / beta): 11.484 / 6.085 eV
HOMO level (alpha / beta): -22.38 / -21.33 eV
LUMO level (alpha / beta): -10.898 / -15.249 eV
<S²>: 6.0153
Multiplicity: 5

---

ORCA calculation (the ωB97M-V functional and the def2-TZVPD basis) on a structure of composition C2H6CrO10P2.

Element x y z (Å)
Cr  0.75  0.58  0.19
P  1.94  1.89  -1.43
O  2.59  1.35  -0.04
O  0.65  2.38  -0.68
O  1.62  0.39  -1.71
O  3.05  2.70  -2.04
P  0.37  0.30  2.79
O  0.78  1.18  3.97
O  -0.45  -0.88  3.38
O  1.55  -0.17  1.88
O  -0.40  1.14  1.67
C  -1.95  -0.69  -0.83
C  -0.91  -1.76  -1.05
O  0.20  -1.61  -0.16
O  -1.36  0.60  -0.83
H  -2.39  -0.88  0.16
H  -2.79  -0.73  -1.54
H  -0.52  -1.87  -2.07
H  -1.35  -2.74  -0.81
H  0.64  -2.46  -0.09
H  -2.03  1.29  -0.75

Computed properties:
Charge: -3
Frontier orbital gap (alpha / beta): 3.751 / 3.809 eV
HOMO level (alpha / beta): 3.54 / 3.47 eV
LUMO level (alpha / beta): 7.290 / 7.276 eV
<S²>: 3.8053
Multiplicity: 4

---

ORCA calculation (the ωB97M-V functional and the def2-TZVPD basis) on a structure of composition C2H6CsO.

Element x y z (Å)
Cs  -1.65  1.21  3.07
C  0.49  -0.65  -1.11
C  -0.16  -0.16  0.14
O  -0.20  1.24  0.12
H  0.35  0.07  -1.92
H  0.09  -1.57  -1.53
H  1.56  -0.81  -0.97
H  0.40  -0.43  1.03
H  -1.19  -0.49  0.30
H  0.29  1.59  0.87

Computed properties:
Frontier orbital gap (alpha / beta): 3.649 / 11.056 eV
HOMO level (alpha / beta): -3.60 / -10.89 eV
LUMO level (alpha / beta): 0.052 / 0.167 eV
<S²>: 0.7502
Multiplicity: 2
Energy above the lowest of the compared OMol25 structures with the same formula, charge and spin: 0.2466 eV

---

ORCA calculation (the ωB97M-V functional and the def2-TZVPD basis) on a cluster of 3 separate species, C2H6F2N2O2 in total.

Element x y z (Å)
C  -4.38  0.18  -0.10
C  2.46  0.86  -0.67
N  -3.05  -0.05  -0.25
N  2.34  -1.54  0.51
O  -4.91  1.21  -0.37
O  3.66  1.15  -0.80
F  -5.07  -0.86  0.35
F  2.00  1.41  0.55
H  -2.43  -0.86  -0.18
H  -2.55  0.70  -0.59
H  3.01  -1.69  -0.16
H  2.81  -1.47  1.40
H  1.94  -0.64  0.38
H  4.17  1.61  -0.06

Computed properties:
Frontier orbital gap: 10.406 eV
HOMO level: -10.20 eV
LUMO level: 0.209 eV
Energy above the lowest of the compared OMol25 structures with the same formula, charge and spin: 2.7037 eV

---

ORCA calculation (the ωB97M-V functional and the def2-TZVPD basis) on a cluster of 2 separate species, C2H6F2Si in total.

Element x y z (Å)
C  -0.88  1.11  0.65
C  0.28  -1.05  -0.47
F  2.12  -0.16  1.24
F  1.94  1.28  -0.72
Si  1.95  -0.28  -0.35
H  -1.91  0.86  1.09
H  -0.02  0.81  1.23
H  -0.78  1.99  -0.08
H  -0.11  -1.60  -1.27
H  -0.16  -1.56  0.40
H  3.16  -0.83  -0.83

Computed properties:
Frontier orbital gap (alpha / beta): 8.337 / 9.568 eV
HOMO level (alpha / beta): -9.12 / -9.55 eV
LUMO level (alpha / beta): -0.781 / 0.016 eV
Energy above the lowest of the compared OMol25 structures with the same formula, charge and spin: 4.8384 eV